1.
Computed, not measured: a structure of composition C14H28FeO14Rb in a non-equilibrium geometry, with ωB97M-V/def2-TZVPD.

**Net charge**: +2
**Expectation value of S²**: 8.765
**Frontier orbital gap (alpha / beta)**: 4.700 / 4.004 eV
**Largest force on an atom**: 0.1586 Eh/bohr
**Multiplicity**: 6
**LUMO (alpha / beta)**: -0.3594 / -0.3850 Eh

```
58
Properties=species:S:1:pos:R:3:lowdin_charge:R:1
Fe -3.6888 -1.4794 -2.8437 1.305
Rb -5.7919 0.3587 0.2733 0.960
O -1.7117 -2.4646 -2.7537 -0.048
C -1.3283 -2.2471 -1.3910 -0.143
C -2.3913 -1.6945 -0.2457 -0.244
O -3.7490 -1.5797 -0.6869 -0.430
H -0.3644 -1.7384 -1.3761 0.133
H -0.9234 -3.2295 -1.1478 0.163
H -1.9640 -0.8037 0.2148 0.081
H -2.4935 -2.3918 0.5858 0.129
C -0.7883 -0.8448 3.1325 -0.015
O -0.2699 0.1068 4.0854 0.020
C -0.0397 -0.2595 5.2991 -0.657
O -0.1354 -1.3754 5.7404 0.138
O 0.4115 0.7885 5.9770 0.010
C 0.8618 0.6457 7.3163 -0.031
H -1.8094 -1.0653 3.4436 0.098
H -0.2768 -1.8073 3.1307 0.102
H -0.8216 -0.5580 2.0814 0.068
H 1.0235 -0.3349 7.7640 0.105
H 0.1403 1.2060 7.9109 0.095
H 1.7345 1.2707 7.5058 0.097
C 2.0171 -2.9068 -3.2922 -0.010
O 2.9877 -2.0398 -3.8436 0.063
C 2.7728 -1.3743 -4.8768 -0.639
O 1.7567 -1.3607 -5.5752 0.078
O 3.8348 -0.5896 -5.1230 0.012
C 3.8783 0.3859 -6.1167 -0.053
H 2.1402 -2.7123 -2.2268 0.091
H 2.1979 -3.9750 -3.4117 0.112
H 1.0024 -2.6126 -3.5605 0.077
H 4.8182 0.4465 -6.6654 0.103
H 3.6247 1.3677 -5.7169 0.098
H 3.1477 0.1736 -6.8972 0.092
C -2.5872 2.2221 4.3313 0.009
O -2.0168 2.3164 3.0339 0.017
C -2.6931 2.1885 1.9168 -0.611
O -3.9176 2.1432 1.8612 0.011
O -1.8727 2.0791 0.9090 0.053
C -2.3793 2.0882 -0.3723 -0.067
H -3.2736 3.0688 4.3336 0.112
H -1.7679 2.4305 5.0194 0.105
H -2.9713 1.2225 4.5346 0.108
H -1.6712 2.5243 -1.0770 0.104
H -3.2330 2.7480 -0.5269 0.114
H -2.4249 1.0864 -0.7994 0.066
C 3.2685 0.0335 0.0395 0.013
O 1.9438 0.0651 -0.5870 -0.006
C 1.6940 0.9056 -1.5544 -0.710
O 2.3766 1.9024 -1.8254 0.120
O 0.6402 0.5944 -2.1094 0.014
C 0.1269 1.1404 -3.3216 0.006
H 4.0435 -0.0597 -0.7212 0.101
H 3.3758 -0.8941 0.6018 0.095
H 3.4801 0.9386 0.6088 0.104
H 0.5710 0.6974 -4.2131 0.096
H 0.4459 2.1772 -3.4280 0.109
H -0.9603 1.0762 -3.3643 0.077
```

2.
Computed, not measured: a structure of composition C14H29AlI2N3S3 in a non-equilibrium geometry, with ωB97M-V/def2-TZVPD.

**Net charge**: -1
**Frontier orbital gap**: 5.275 eV
**ΔE to the lowest compared entry with this formula, charge and spin**: 228.7 kJ/mol
**Largest force on an atom**: 0.0238 Eh/bohr
**Multiplicity**: 1
**LUMO**: 0.0905 Eh

```
52
Properties=species:S:1:pos:R:3:lowdin_charge:R:1
Al 0.1587 1.2919 0.1948 -0.612
C 2.7201 1.4010 3.9947 -0.151
C 2.1877 1.4046 2.5760 -0.751
S 0.4575 1.0707 2.4595 0.651
C 2.9709 1.6599 1.5192 -0.756
C 4.4548 1.8979 1.6086 -0.148
S 2.3885 1.7382 -0.1546 0.573
H 1.8829 1.3856 4.6894 0.041
H 3.3137 2.2947 4.1968 0.066
H 3.3378 0.5204 4.1952 0.072
H 4.8127 1.9212 2.6372 0.055
H 4.7156 2.8401 1.1213 0.064
H 4.9871 1.1054 1.0750 0.066
I 0.2219 2.0500 -3.1306 0.784
C 0.4330 4.1537 -2.7244 -1.098
I 0.0306 4.9941 -0.7783 0.705
H -0.2339 4.6648 -3.4076 -0.061
H 1.4638 4.4005 -2.9421 -0.058
C -3.2961 0.3868 -1.1107 -0.096
C -2.8120 1.6796 -0.4125 -0.783
C -3.4456 1.7266 0.9951 -0.079
C -3.3529 2.8759 -1.2273 -0.095
N -1.4034 1.7157 -0.3284 -0.170
H -4.3900 0.3636 -1.1908 0.064
H -2.9604 -0.4786 -0.5341 0.055
H -2.8607 0.3258 -2.1106 0.061
H -4.5418 1.6845 0.9529 0.062
H -3.1385 2.6456 1.4964 0.071
H -3.0739 0.8830 1.5797 0.066
H -4.4402 2.8091 -1.3540 0.062
H -2.8874 2.8868 -2.2152 0.047
H -3.1153 3.8093 -0.7163 0.042
C 1.6628 -2.0080 1.2221 -0.088
N 0.8398 -2.8978 0.4265 -0.210
C 0.3399 -4.0520 1.1526 -0.059
C 0.1916 -2.4307 -0.6685 -0.681
S 0.0905 -0.8271 -1.1177 0.784
N -0.4242 -3.4242 -1.4408 -0.242
C -1.3668 -2.9706 -2.4539 -0.120
C 0.4860 -4.4354 -1.9656 -0.070
H 2.4185 -2.6032 1.7403 0.092
H 1.0768 -1.4592 1.9634 0.043
H 2.1613 -1.2815 0.5817 0.061
H -0.0003 -3.7444 2.1458 0.094
H 1.1306 -4.7980 1.2782 0.085
H -0.4937 -4.4992 0.6191 0.084
H -2.0707 -2.2765 -2.0026 0.060
H -1.9041 -3.8413 -2.8343 0.083
H -0.8734 -2.4599 -3.2882 0.079
H 1.2157 -4.7152 -1.2106 0.076
H 1.0228 -4.0669 -2.8495 0.094
H -0.0889 -5.3174 -2.2523 0.085
```